128
Properties=species:S:1:pos:R:3:forces:R:3 method="wB97M-V/def2-TZVPD" homo_lumo_gap_ev="4.58 / 4.65" spin_multiplicity=6 e_lumo_ev="-1.751 / -2.663" total_energy_ev=-215609.92503 charge=0 mol_weight_g_mol=1236.94
Fe -1.726176 -0.501104 -0.626255 -0.168 -0.113 -0.598
C -3.467163 4.675382 -4.015041 0.045 0.066 0.003
C -3.721067 5.220380 -2.760546 -0.051 0.024 -0.030
C -3.735210 4.430813 -1.618868 0.029 -0.311 0.157
C -3.467280 3.081605 -1.763368 0.018 0.280 -0.993
C -3.328986 1.986142 -0.810641 -0.341 -0.358 1.274
N -3.627015 2.026482 0.452711 -0.034 1.207 -0.905
C -3.406309 1.006816 1.277217 0.069 -0.487 0.168
C -4.034924 0.865439 2.559454 0.270 -0.650 0.338
C -4.994190 1.616163 3.224964 0.028 0.001 -0.050
C -5.364146 1.206129 4.491895 -0.057 0.153 -0.115
C -4.786949 0.084384 5.094918 0.035 -0.071 -0.012
C -3.837238 -0.674995 4.439251 0.101 -0.066 -0.104
C -3.466802 -0.286764 3.156097 -0.393 0.608 -0.328
C -2.523489 -0.803396 2.201617 -0.131 0.159 -0.225
N -1.754828 -1.863269 2.411993 0.775 -0.965 0.176
C -1.116163 -2.481792 1.464494 -0.801 0.833 0.971
N -1.305190 -2.273407 0.125506 -0.275 1.401 -0.798
C -0.566271 -3.193214 -0.571421 -0.449 -0.301 -1.144
N -0.689081 -3.475726 -1.834902 0.765 -0.529 0.669
C -1.460389 -2.757628 -2.649377 -0.281 0.340 0.117
N -1.777690 -1.446667 -2.456946 -0.461 -0.023 0.871
C -2.509301 -1.027315 -3.532028 0.102 -0.216 0.317
N -2.869175 0.228397 -3.760352 -0.191 1.319 -0.253
C -2.937780 1.121975 -2.819823 -0.116 -1.206 -0.673
N -2.928651 0.860512 -1.476207 0.965 -1.118 0.618
C -3.211953 2.532197 -3.033626 -0.232 0.885 0.546
C -3.219119 3.318987 -4.170936 -0.007 -0.298 0.130
C -2.723408 -2.119518 -4.432927 0.269 -0.655 0.288
C -3.469341 -2.254509 -5.598061 0.060 0.095 0.001
C -3.484000 -3.489740 -6.214840 -0.034 0.123 -0.048
C -2.772878 -4.572898 -5.689019 0.129 -0.132 0.053
C -2.041329 -4.459313 -4.522769 0.048 -0.021 0.120
C -2.028727 -3.225509 -3.880179 -0.405 0.536 -0.348
C 0.237025 -3.961069 0.361919 0.216 -0.208 0.958
C 1.224999 -4.906632 0.169319 -0.344 0.088 -0.162
C 1.829853 -5.444006 1.294684 -0.044 0.014 -0.019
C 1.412135 -5.082650 2.569670 0.049 -0.139 0.020
C 0.405266 -4.149820 2.766803 -0.240 0.194 -0.050
C -0.148291 -3.551359 1.650537 0.572 -0.715 -0.589
N -2.519939 -0.012410 1.086372 -0.141 -0.235 -0.563
H -3.443811 5.323851 -4.879063 -0.054 0.027 -0.048
H -3.912601 6.280305 -2.672302 0.016 0.049 -0.004
H -3.920713 4.852312 -0.644418 -0.041 0.066 0.130
H -5.429879 2.486804 2.758495 -0.026 0.088 -0.002
H -6.113574 1.769038 5.028151 -0.041 0.035 0.078
H -5.094595 -0.187963 6.093767 -0.004 -0.041 0.066
H -3.382341 -1.533446 4.909369 0.034 -0.103 0.028
H -3.034122 2.879067 -5.138300 0.052 -0.024 -0.128
H -4.029574 -1.420002 -5.988719 -0.025 0.113 -0.095
H -4.054339 -3.634959 -7.121061 -0.052 0.039 -0.042
H -2.810010 -5.520315 -6.207769 0.019 -0.061 0.001
H -1.508553 -5.300804 -4.106401 0.049 -0.083 0.024
H 1.519498 -5.186850 -0.828322 0.084 -0.054 -0.147
H 2.639689 -6.147711 1.181381 0.054 -0.126 -0.014
H 1.883008 -5.546641 3.423504 0.032 0.024 0.109
H 0.073089 -3.889444 3.755091 -0.004 0.065 0.093
F 3.867067 5.256654 -1.972156 -0.163 -0.279 -0.081
C 3.145039 4.136700 -2.006282 -0.081 -0.118 0.013
C 3.569186 3.039395 -2.745333 -0.121 -0.015 -0.003
F 4.693738 3.102635 -3.464935 -0.157 0.040 0.170
C 2.816721 1.869654 -2.744558 0.005 0.181 0.038
F 3.263268 0.874842 -3.515974 0.074 0.084 0.030
C 1.644852 1.734042 -2.007231 -0.405 0.060 0.340
P 0.665851 0.142028 -1.918745 1.048 0.186 -0.496
C 1.983734 -1.055624 -1.446612 -0.425 -0.068 0.187
C 1.970593 -1.427336 -0.104420 0.026 -0.021 -0.101
C 2.919564 -2.289489 0.410670 0.244 -0.032 -0.069
C 3.882134 -2.825387 -0.424231 -0.005 0.092 0.103
C 3.879333 -2.492427 -1.769072 0.089 -0.028 -0.167
C 2.943047 -1.615383 -2.287142 0.038 0.009 -0.080
C 0.502925 -0.084997 -3.731169 -0.278 -0.043 0.082
C 0.628674 -1.336987 -4.325200 0.028 0.077 0.015
C 0.433212 -1.491727 -5.684999 0.000 -0.050 -0.064
C 0.075400 -0.405305 -6.463580 0.020 0.036 -0.062
C -0.095179 0.835910 -5.874053 -0.040 0.061 -0.109
C 0.111098 0.997195 -4.516541 0.126 -0.041 0.132
C 1.215751 2.863810 -1.307498 0.078 0.230 -0.137
Br -0.411310 2.888272 -0.379007 0.021 0.315 -0.048
C 1.948851 4.045762 -1.309490 -0.132 -0.115 0.068
F 1.501444 5.110668 -0.640050 0.241 -0.085 -0.118
H 1.212551 -1.020016 0.543187 -0.166 0.265 0.225
H 2.887085 -2.546598 1.458419 -0.003 -0.037 0.145
H 4.627985 -3.502109 -0.034998 0.084 -0.087 0.036
H 4.620388 -2.914730 -2.430501 0.096 -0.057 -0.078
H 2.972967 -1.383457 -3.339939 0.008 0.031 0.015
H 0.868010 -2.199873 -3.723131 0.102 -0.088 0.035
H 0.554610 -2.465484 -6.136353 -0.021 -0.104 -0.024
H -0.072119 -0.526245 -7.526175 -0.034 -0.007 -0.096
H -0.394383 1.680848 -6.476779 -0.019 0.090 -0.037
H -0.033806 1.971059 -4.063775 0.012 0.061 0.009
C 0.734527 1.968573 5.312593 -0.199 0.178 0.030
C 0.287382 2.165881 3.876981 0.986 -1.416 -1.306
C -1.188008 1.865506 3.757813 -0.022 0.256 0.161
C 0.589139 3.564274 3.376537 -0.204 0.074 0.262
Si 1.168678 0.852394 2.585701 0.488 1.583 2.658
O 0.273471 0.545153 1.359068 -0.765 -0.734 -1.415
C 2.851547 1.700430 2.216613 -0.401 -0.574 -0.203
C 3.662264 2.302135 3.175107 0.049 -0.025 0.134
C 4.868121 2.892382 2.839938 0.038 0.053 0.126
C 5.307327 2.879922 1.525644 0.029 0.095 -0.056
C 4.539589 2.245642 0.565066 0.161 0.050 -0.174
C 3.331108 1.666743 0.914413 -0.019 -0.058 -0.028
C 1.656064 -0.619274 3.713142 -0.059 0.255 -0.758
C 0.728168 -1.301356 4.492271 -0.044 -0.157 0.098
C 1.116938 -2.328647 5.338379 -0.137 0.120 0.194
C 2.444805 -2.715210 5.394855 0.037 -0.118 0.070
C 3.374268 -2.078310 4.590598 0.162 -0.130 0.066
C 2.981932 -1.036181 3.768652 0.048 -0.102 0.064
H 0.090835 2.550089 5.975894 -0.081 0.160 0.215
H 1.753960 2.303034 5.479052 0.182 -0.006 0.057
H 0.661379 0.927031 5.612750 0.020 -0.041 0.143
H -1.773136 2.551320 4.376293 -0.187 0.125 0.141
H -1.406363 0.855673 4.091386 -0.076 -0.131 0.058
H -1.522517 1.970450 2.730563 -0.042 -0.011 -0.188
H -0.036228 4.282934 3.909820 -0.095 0.280 0.082
H 0.369129 3.653451 2.315616 0.003 0.104 -0.169
H 1.629902 3.834643 3.536461 0.049 0.089 -0.040
H 3.361760 2.302558 4.212849 -0.059 0.021 0.088
H 5.464907 3.359555 3.611897 0.060 0.046 0.012
H 6.234464 3.365362 1.254120 0.091 -0.034 -0.009
H 4.885547 2.195185 -0.458437 0.084 -0.011 -0.073
H 2.745120 1.152424 0.168311 0.009 -0.017 -0.067
H -0.318921 -1.042750 4.423740 -0.091 0.049 0.092
H 0.383160 -2.827340 5.962286 -0.022 -0.007 0.000
H 2.748459 -3.511275 6.060538 0.049 -0.067 0.040
H 4.409470 -2.387467 4.608273 0.122 -0.038 0.042
H 3.723472 -0.541572 3.158177 0.107 0.073 -0.055